Molecular formula: C2H4N4OS
Method: DFT, wB97M-V/def2-TZVPD

Each line ends with the natural charge from an NBO analysis.
CARTESIAN COORDINATES (ANGSTROEM)
S -3.50579 0.15931 0.00268  -0.02
O 1.33091 1.51917 -0.07782  -0.70
N -0.94167 -1.04840 0.03132  -0.44
N -1.00934 1.17237 0.24889  -0.55
N 0.32515 -0.48718 -0.27142  -0.15
N 1.45146 -1.25999 0.18946  -0.60
C -1.90909 0.06767 0.02766  0.15
C 0.15696 0.80189 0.03008  0.67
H 1.60338 -0.85448 1.08213  0.34
H 1.31078 2.48581 -0.25850  0.53
H 2.30351 -0.77057 -0.39543  0.37
H -1.11626 -1.78558 -0.60905  0.39

Cartesian forces (eV/Å) of the 6 atoms listed first:
-0.35 -0.55 -0.27
-0.54 -0.17 0.35
-1.39 1.10 -0.19
-3.21 1.46 -0.16
-0.27 -1.99 -0.36
1.97 2.34 -2.84

The max |F| comes out at 4.46 eV/Å. For the HOMO energy, the calculation gives -8.7 eV. For the HOMO-LUMO gap, the calculation gives 8.81 eV. The energy relative to the best compared isomer or geometry (same formula, charge and spin) is 37.4 kcal/mol.